Computed, not measured: a 6-piece molecular cluster, C18H34Br10FN2O7PS2 overall, with ωB97M-V/def2-TZVPD.

## Properties
Charge: 0
SMILES: [H]/N=C(\C)C[C@]1(F)OS(=O)(=O)O[C@@]1(N(C)C(C)=O)P(O)(O)=S.BrCCBr.BrCCBr.BrCCBr.BrCCBr.BrCCBr
2S+1: 1
Maximum force (eV/A): 1.740
Calculated total energy (a.u.): -28320.2619
HOMO level (eV): -9.6

Structure (XYZ):
```
75
C18H34Br10FN2O7PS2, DFT ωB97M-V/def2-TZVPD
H 3.39854 1.44383 1.89328
N 2.55001 1.23296 1.36400
C 1.59844 0.97929 2.15254
C 1.68542 1.06276 3.65233
C 0.22458 0.71198 1.54251
C 0.14228 -0.30201 0.40247
F 1.34712 -0.92140 0.18964
O -0.20893 0.34582 -0.81201
S -0.56809 -0.70151 -1.95100
O 0.61786 -0.97409 -2.67580
O -1.76358 -0.33055 -2.60230
O -0.86546 -1.90165 -0.93532
C -0.88437 -1.47707 0.45150
N -2.22323 -1.15809 0.93783
C -3.29307 -1.88415 0.19894
C -2.64605 0.25078 1.01632
C -2.82913 0.80859 2.39874
O -2.90855 0.85998 0.04387
P -0.32818 -2.83924 1.60919
O 0.89879 -3.61191 0.93985
O -1.55890 -3.85273 1.50586
S 0.04977 -2.23416 3.40133
H 0.92703 0.46773 4.15890
H 2.68457 0.77636 3.98741
H 1.51882 2.10880 3.94710
H -0.48677 0.43413 2.32026
H -0.09061 1.67258 1.12271
H -4.20113 -1.84009 0.80672
H -3.01945 -2.92311 0.05871
H -3.48262 -1.41939 -0.77086
H -2.73629 0.03373 3.16143
H -3.83337 1.23957 2.43612
H -2.11575 1.61534 2.57752
H 1.53836 -3.81580 1.64279
H -1.55997 -4.43107 2.28633
Br 3.59451 -4.41864 -4.17959
C 1.76108 -3.77647 -4.06487
C 1.20124 -3.88138 -2.67603
Br 0.74330 -5.69830 -2.17909
H 1.18803 -4.35439 -4.78323
H 1.78703 -2.73205 -4.36587
H 0.27166 -3.33266 -2.61404
H 1.89052 -3.52006 -1.91953
Br -0.11076 4.16470 -0.16705
C 1.30294 5.49544 -0.26529
C 2.67459 4.93201 -0.00618
Br 3.01544 4.59598 1.87964
H 1.04116 6.27964 0.43804
H 1.25451 5.87881 -1.28185
H 3.42336 5.65841 -0.31104
H 2.85023 3.99168 -0.51840
Br 1.86246 6.60972 -4.07323
C 2.62391 5.08956 -5.01677
C 2.95527 3.94900 -4.09206
Br 4.54395 4.30824 -3.02988
H 3.50159 5.46090 -5.53593
H 1.87092 4.78146 -5.73824
H 3.17793 3.05216 -4.66507
H 2.15193 3.74042 -3.39094
Br -1.10013 1.44685 5.33795
C -0.62041 2.31882 7.00765
C -0.25122 3.76345 6.79630
Br 1.49481 3.96412 5.96989
H 0.19571 1.74365 7.43325
H -1.49735 2.24173 7.64610
H -0.19297 4.27926 7.75197
H -0.95813 4.27111 6.14769
Br -5.31971 -6.77857 -4.12943
C -3.51413 -6.58164 -4.82245
C -2.56196 -6.04085 -3.78980
Br -2.83118 -4.14226 -3.47373
H -3.58556 -5.93340 -5.69002
H -3.20461 -7.57739 -5.13133
H -1.53389 -6.14248 -4.12750
H -2.67413 -6.53282 -2.82893
```